[1]
C10H14O5 | the ωB97M-V functional and the def2-TZVPD basis

As for the gap between HOMO and LUMO (alpha / beta): 7.70 / 8.12 eV. As for the net charge: 0. The calculation puts the LUMO energy (alpha / beta) at 0.351 / 0.312 eV. Its molar mass is 214.2 g mol⁻¹.

The geometry in XYZ format:
```
29
Properties=species:S:1:pos:R:3:nbo_charge:R:1
C 3.077 -0.071 -0.641 0.342
C 3.483 -0.536 -1.815 -0.599
C 2.616 0.734 1.429 -0.081
C 0.932 0.540 1.326 0.024
C -0.056 -0.634 -0.466 -0.047
C -0.155 0.890 -0.718 0.351
C 0.646 -0.829 0.830 0.273
C -2.271 -0.013 -0.318 0.544
C -2.560 0.409 1.151 -0.653
C -3.565 -0.158 -1.134 -0.652
O 3.166 0.933 0.188 -0.482
O 0.357 1.471 0.403 -0.515
O -1.417 -1.096 -0.567 -0.530
O -1.493 1.185 -0.833 -0.541
O 1.013 -2.005 1.364 -0.631
H 4.406 -0.338 -2.288 0.207
H 2.797 -1.106 -2.369 0.214
H 2.860 1.681 2.053 0.193
H 3.128 -0.098 1.995 0.188
H 0.755 0.807 2.290 0.192
H 0.461 -1.230 -1.329 0.198
H 0.513 1.222 -1.568 0.180
H -3.172 -0.393 1.526 0.207
H -3.274 1.133 1.257 0.223
H -1.614 0.594 1.741 0.220
H -3.338 0.446 -2.071 0.241
H -4.440 0.229 -0.638 0.216
H -3.668 -1.158 -1.465 0.231
H 0.813 -2.607 0.665 0.488
```

=====

[2]
C6H12Cl2NO2 | the ωB97M-V functional and the def2-TZVPD basis

As for the gap between HOMO and LUMO: 5.95 eV. As for the net charge: -1. The calculation puts the LUMO energy at 3.414 eV. Its molar mass is 201.1 g mol⁻¹.

The geometry in XYZ format:
```
23
Properties=species:S:1:pos:R:3:nbo_charge:R:1
C -2.046 0.257 -0.246 -0.644
C -1.574 0.060 2.238 -0.597
C 1.321 -1.738 -0.731 -0.656
C -1.044 -0.201 0.816 -0.089
C 1.691 0.449 -1.889 -0.384
C 1.671 -0.252 -0.676 0.370
N 0.267 0.366 0.782 -0.373
O 0.109 1.772 0.498 -0.656
O 2.802 0.071 0.107 -0.717
Cl 2.389 2.067 -1.941 -0.102
Cl 0.454 0.438 -3.140 -0.081
H -1.439 0.394 -1.191 0.224
H -2.914 -0.442 -0.234 0.189
H -2.438 1.177 -0.035 0.196
H -0.879 -0.264 3.023 0.216
H -2.682 -0.445 2.347 0.142
H -1.966 1.074 2.216 0.200
H 0.899 -1.866 -1.752 0.238
H 0.942 -2.066 0.180 0.225
H 2.284 -2.401 -0.977 0.196
H -0.935 -1.314 0.825 0.167
H 0.348 1.787 -0.416 0.449
H 2.740 1.079 0.196 0.486
```

=====

For reference, E_tot by record: -765.40091, -1361.29180 Eh.
For reference, ΔE to the lowest compared entry with this formula, charge and spin by record: 661.3, 118.9 kJ/mol.